No. 1
Molecular formula: C30H45BrFeN2P2S
Method: DFT, wB97M-V/def2-TZVPD

Each line ends with the Löwdin charge.
Atoms and positions in Å:
N  -4.861  -0.691  3.139  0.09
C  -3.859  0.025  3.682  -0.13
C  -2.853  0.653  2.944  -0.03
C  -2.829  0.539  1.532  -0.21
C  -3.907  -0.184  0.966  -0.02
C  -4.869  -0.767  1.796  -0.12
C  -1.792  1.206  0.735  -0.13
Fe  0.034  0.004  0.268  0.35
P  1.902  0.680  -1.083  0.95
C  -1.689  1.092  -0.677  -0.15
C  -1.255  2.184  -1.559  -0.25
C  -1.560  2.136  -2.941  -0.03
C  -1.137  3.134  -3.827  -0.10
C  -0.397  4.216  -3.333  -0.66
C  -0.119  4.325  -1.960  -0.11
C  -0.552  3.322  -1.091  -0.05
Br  0.249  5.555  -4.533  0.79
H  -1.394  2.114  1.206  0.13
H  -2.339  0.361  -1.171  0.11
H  -2.082  1.236  3.459  0.10
H  -4.007  -0.272  -0.120  0.11
H  -3.863  0.107  4.779  0.12
H  -5.703  -1.327  1.349  0.13
H  -2.133  1.287  -3.330  0.12
H  -0.325  3.412  -0.024  0.11
H  -1.370  3.066  -4.893  0.12
H  0.438  5.187  -1.580  0.12
P  -0.466  -2.332  -0.249  0.92
C  2.700  2.237  -0.393  -0.37
C  3.502  3.167  -1.312  -0.12
H  3.313  1.901  0.465  0.08
H  1.857  2.795  0.047  0.05
H  3.841  4.056  -0.749  0.09
H  4.396  2.677  -1.731  0.07
H  2.882  3.527  -2.150  0.07
C  1.605  1.082  -2.887  -0.37
C  2.746  0.977  -3.906  -0.11
H  1.178  2.099  -2.897  0.05
H  0.779  0.416  -3.190  0.06
H  2.362  1.215  -4.915  0.09
H  3.567  1.679  -3.691  0.07
H  3.169  -0.042  -3.948  0.08
C  3.308  -0.563  -1.146  -0.38
C  4.756  -0.092  -1.329  -0.12
H  3.022  -1.279  -1.940  0.08
H  3.225  -1.129  -0.204  0.04
H  5.443  -0.957  -1.298  0.09
H  4.913  0.426  -2.288  0.06
H  5.058  0.595  -0.519  0.08
C  0.520  -3.756  0.478  -0.39
C  2.036  -3.645  0.315  -0.16
H  0.143  -4.697  0.032  0.10
H  0.267  -3.793  1.553  0.06
H  2.549  -4.494  0.801  0.09
H  2.337  -3.637  -0.747  0.07
H  2.405  -2.712  0.772  0.00
C  -0.268  -2.736  -2.068  -0.38
C  -1.123  -1.846  -2.975  -0.15
H  -0.492  -3.808  -2.233  0.10
H  0.802  -2.584  -2.301  0.07
H  -0.921  -2.050  -4.041  0.09
H  -2.202  -2.007  -2.802  0.08
H  -0.905  -0.783  -2.776  0.02
C  -2.176  -3.038  0.053  -0.37
C  -2.512  -3.190  1.542  -0.15
H  -2.263  -4.009  -0.474  0.10
H  -2.890  -2.343  -0.421  0.06
H  -3.574  -3.452  1.682  0.09
H  -1.907  -3.984  2.014  0.07
H  -2.328  -2.247  2.084  0.04
S  1.186  -0.823  2.178  0.76
C  0.364  -0.360  3.498  -0.76
N  -0.494  -1.222  4.117  0.09
C  -1.103  -0.893  5.290  -0.03
C  -0.848  0.341  5.895  -0.02
C  0.035  1.231  5.284  -0.01
C  0.648  0.882  4.079  -0.07
H  -0.680  -2.162  3.703  0.17
H  -1.778  -1.594  5.764  0.15
H  -1.323  0.599  6.832  0.13
H  0.254  2.184  5.747  0.13
H  1.354  1.564  3.620  0.12

## Properties
ΔE to the lowest compared entry with this formula, charge and spin, kcal/mol: 0.00
Electronic energy, eV: -168649.7985
<S²>: 6.034
Kohn-Sham gap (alpha / beta), Eh: 0.262 / 0.232
Total charge: +2
Multiplicity: 5
HOMO energy (alpha / beta), hartree: -0.5038 / -0.5038

=====

No. 2
Molecular formula: C30H45ClIrO2P2
Method: DFT, wB97M-V/def2-TZVPD

Each line ends with the Löwdin charge.
Atoms and positions in Å:
Ir  0.586  -0.470  -1.831  0.94
C  -0.930  -2.106  1.742  -0.13
C  0.363  -2.409  1.272  -0.18
C  0.559  -0.837  2.960  -0.13
C  -0.808  -1.212  2.848  -0.14
C  1.281  -1.537  1.958  -0.19
C  -2.187  -2.830  1.470  -0.01
H  -2.108  -3.542  0.656  0.07
H  -3.009  -2.132  1.257  0.10
H  -2.453  -3.405  2.361  0.11
C  -1.858  -0.945  3.851  0.01
H  -2.674  -1.662  3.755  0.09
H  -2.243  0.072  3.718  0.09
H  -1.434  -1.060  4.858  0.11
C  1.166  -0.166  4.130  0.01
H  1.232  -0.848  4.991  0.12
H  0.540  0.678  4.416  0.08
H  2.178  0.179  3.911  0.09
C  2.757  -1.648  1.938  -0.10
H  3.094  -2.242  2.791  0.12
H  3.218  -0.663  2.044  0.08
H  3.132  -2.138  1.038  0.05
C  0.763  -3.621  0.582  0.00
H  1.094  -4.261  1.404  0.13
H  1.599  -3.529  -0.099  0.09
H  -0.051  -4.124  0.081  0.08
C  -1.332  0.942  -3.612  -0.23
C  -1.929  -0.379  -3.584  -0.36
C  -1.383  -1.401  -4.575  -0.16
C  0.157  -1.414  -4.694  -0.16
C  1.084  -1.008  -3.598  -0.37
C  1.529  0.377  -3.358  -0.33
C  1.001  1.466  -4.322  -0.17
C  -0.484  1.504  -4.648  -0.19
H  -1.727  -1.197  -5.601  0.13
H  0.485  -0.763  -5.517  0.12
H  -1.808  -2.401  -4.411  0.11
H  -0.695  1.108  -5.637  0.12
H  -1.922  1.698  -3.085  0.11
H  -3.051  -0.417  -3.612  0.14
H  -0.713  2.561  -4.683  0.12
H  1.337  2.398  -3.850  0.11
H  2.574  0.627  -3.109  0.07
H  1.545  1.465  -5.300  0.14
H  0.445  -2.470  -4.836  0.13
H  1.674  -1.817  -3.186  0.09
P  -1.841  -0.601  -1.683  0.80
C  -3.184  0.059  -0.723  -0.17
C  -1.790  -2.398  -1.671  -0.21
P  2.367  -0.190  -0.490  0.81
C  -0.747  0.892  -1.372  -0.38
C  3.762  -1.019  -1.355  -0.29
C  2.866  1.589  -0.315  -0.25
H  -2.853  0.385  0.292  0.04
H  -3.974  -0.705  -0.696  0.06
H  -3.471  0.951  -1.296  0.08
H  -1.343  -2.832  -2.561  0.05
H  -2.839  -2.697  -1.580  0.08
H  -1.199  -2.723  -0.814  -0.02
H  2.892  1.992  -1.324  0.03
H  3.840  1.583  0.213  0.06
H  2.060  2.010  0.303  0.00
H  -0.656  1.101  -0.257  0.01
H  -0.423  1.714  -2.044  0.06
H  4.591  -1.149  -0.649  0.05
H  4.046  -0.419  -2.229  0.05
H  3.342  -1.987  -1.639  0.02
Cl  0.263  6.180  5.863  0.87
C  -0.072  4.902  4.764  -0.57
C  -1.415  4.604  4.427  -0.01
C  -1.693  3.580  3.512  0.06
C  -0.617  2.903  2.921  -0.06
C  0.720  3.159  3.274  0.03
C  0.999  4.173  4.193  -0.02
C  -0.898  1.919  1.847  -0.57
O  -2.075  1.498  1.757  0.01
O  0.095  1.583  1.106  -0.08
H  -2.218  5.184  4.877  0.13
H  -2.717  3.326  3.212  0.15
H  1.556  2.618  2.806  0.13
H  2.035  4.400  4.447  0.13

## Properties
ΔE to the lowest compared entry with this formula, charge and spin, kcal/mol: 14.65
Electronic energy, eV: -69847.6453
<S²>: 8.794
Kohn-Sham gap (alpha / beta), Eh: 0.198 / 0.109
Total charge: +2
Multiplicity: 6
HOMO energy (alpha / beta), hartree: -0.4105 / -0.4631

=====

No. 3
Molecular formula: C30H45F2Sn
Method: DFT, wB97M-V/def2-TZVPD

Each line ends with the Löwdin charge.
Atoms and positions in Å:
C  3.649  -3.881  2.201  -0.12
C  3.009  -2.623  2.788  -0.28
C  1.519  -2.499  2.440  -0.32
C  0.790  -1.387  3.213  -0.30
Sn  0.419  0.395  2.031  1.30
C  2.200  1.050  0.993  -0.33
C  3.390  1.455  1.861  -0.32
C  4.625  1.768  1.005  -0.29
C  5.805  2.256  1.842  -0.13
C  -0.947  -0.181  0.433  -0.28
C  -2.257  -0.830  0.888  -0.32
C  -2.286  -2.351  0.891  -0.27
C  -3.617  -2.869  1.434  -0.10
C  -0.589  1.744  3.509  -0.25
C  -1.977  1.269  3.577  -0.21
C  -3.027  1.775  2.861  -0.37
C  -4.297  1.029  2.560  -0.10
C  -2.845  2.998  2.003  -0.07
H  4.652  -4.012  2.614  0.06
H  3.068  -4.774  2.454  0.07
H  3.734  -3.820  1.111  0.07
H  3.118  -2.633  3.880  0.11
H  3.547  -1.731  2.430  0.09
H  1.420  -2.344  1.351  0.09
H  1.016  -3.458  2.653  0.11
H  -0.196  -1.721  3.559  0.05
H  1.354  -1.020  4.079  0.04
H  2.464  0.233  0.305  0.05
H  1.848  1.895  0.389  0.05
H  3.129  2.343  2.457  0.11
H  3.641  0.656  2.580  0.09
H  4.909  0.866  0.445  0.11
H  4.355  2.529  0.260  0.11
H  6.658  2.464  1.190  0.06
H  5.546  3.176  2.377  0.07
H  6.106  1.499  2.575  0.07
H  -1.133  0.769  -0.088  0.04
H  -0.354  -0.838  -0.216  0.04
H  -2.496  -0.471  1.896  0.06
H  -3.072  -0.455  0.242  0.11
H  -2.134  -2.699  -0.138  0.10
H  -1.453  -2.749  1.488  0.10
H  -3.699  -3.947  1.272  0.07
H  -3.718  -2.684  2.510  0.07
H  -4.466  -2.394  0.928  0.07
H  0.016  1.476  4.387  0.04
H  -0.400  2.787  3.203  0.04
H  -2.134  0.381  4.208  0.11
H  -4.398  0.768  1.488  0.08
H  -4.397  0.098  3.123  0.06
H  -5.163  1.678  2.766  0.08
H  -3.828  3.421  1.746  0.08
H  -2.245  3.775  2.483  0.07
H  -2.366  2.723  1.045  0.08
F  -5.106  -3.999  4.822  -0.03
C  -5.022  -2.692  5.236  -0.33
C  -5.916  -1.767  4.697  -0.06
C  -5.643  -0.425  4.918  -0.10
C  -4.479  0.000  5.645  -0.26
C  -4.040  1.355  5.565  -0.15
C  -3.320  1.980  6.636  -0.24
C  -3.790  3.208  7.170  -0.05
C  -3.284  3.701  8.355  -0.05
C  -2.237  3.003  8.966  -0.30
F  -1.736  3.473  10.153  -0.01
C  -1.631  1.881  8.399  -0.04
C  -2.154  1.398  7.210  -0.08
C  -3.780  -1.003  6.373  -0.06
C  -3.993  -2.348  6.111  -0.05
H  -6.770  -2.084  4.099  0.11
H  -6.303  0.336  4.497  0.10
H  -4.556  2.039  4.894  0.08
H  -4.617  3.714  6.661  0.10
H  -3.681  4.605  8.818  0.10
H  -0.774  1.395  8.873  0.11
H  -1.694  0.546  6.705  0.10
H  -3.062  -0.730  7.136  0.08
H  -3.379  -3.107  6.583  0.10

## Properties
ΔE to the lowest compared entry with this formula, charge and spin, kcal/mol: 0.00
Electronic energy, eV: -43104.5022
Kohn-Sham gap, Eh: 0.151
Total charge: -1
HOMO energy, hartree: -0.0687

=====

No. 4
Molecular formula: C30H45IO14S4
Method: DFT, wB97M-V/def2-TZVPD

Each line ends with the Löwdin charge.
Atoms and positions in Å:
O  -6.338  -3.440  2.513  0.04
C  -5.663  -2.828  3.374  -0.28
C  -5.410  -3.384  4.870  0.01
C  -4.125  -3.131  5.452  0.02
C  -2.965  -2.360  4.630  -0.31
O  -1.769  -2.720  4.699  0.00
C  -3.506  -1.157  3.703  -0.08
C  -4.923  -1.426  3.063  -0.04
C  -5.565  -0.324  2.192  0.01
C  -4.782  0.995  2.004  -0.01
C  -3.375  1.307  2.589  -0.17
C  -2.581  2.673  2.384  -0.20
C  -2.889  3.427  0.991  -0.16
C  -1.518  3.436  0.125  -0.18
C  -1.518  2.725  -1.268  -0.03
C  -0.185  2.692  -2.090  -0.05
C  1.123  3.349  -1.531  -0.07
C  1.147  4.068  -0.164  -0.07
C  -0.195  4.096  0.645  -0.04
C  -2.725  0.178  3.481  -0.46
I  -0.767  0.474  4.441  0.96
H  -6.236  -3.921  5.455  0.12
H  -3.969  -3.500  6.531  0.12
H  -6.604  -0.529  1.765  0.11
H  -5.277  1.816  1.388  0.09
H  -2.727  3.356  3.306  0.13
H  -1.446  2.446  2.370  0.05
H  -3.754  2.985  0.395  0.09
H  -3.122  4.543  1.173  0.12
H  -2.490  2.228  -1.628  0.09
H  -0.185  2.143  -3.100  0.09
H  2.090  3.286  -2.132  0.09
H  2.056  4.565  0.316  0.09
H  -0.274  4.585  1.687  0.10
O  2.469  -2.067  -0.755  -0.28
S  2.403  -1.484  0.561  0.60
O  2.928  -0.173  0.839  -0.29
O  3.021  -2.529  1.630  -0.26
C  4.329  -3.049  1.396  -0.27
C  5.403  -2.053  1.789  -0.07
C  0.728  -1.553  1.131  -0.12
H  4.442  -3.362  0.354  0.12
H  4.427  -3.945  2.014  0.12
H  5.396  -1.186  1.125  0.07
H  6.392  -2.512  1.737  0.08
H  5.235  -1.683  2.804  0.09
H  0.346  -2.563  0.983  0.08
H  0.144  -0.842  0.546  0.08
H  0.703  -1.278  2.185  0.03
O  2.272  2.278  5.574  -0.31
S  2.973  2.880  4.466  0.60
O  4.401  2.780  4.320  -0.28
O  2.545  4.437  4.356  -0.27
C  2.674  5.262  5.512  -0.27
C  4.111  5.700  5.726  -0.08
C  2.217  2.339  2.956  -0.14
H  2.280  4.755  6.398  0.12
H  2.052  6.145  5.343  0.12
H  4.744  4.851  5.997  0.07
H  4.174  6.438  6.528  0.08
H  4.525  6.132  4.811  0.08
H  1.138  2.473  3.033  0.01
H  2.455  1.283  2.820  0.06
H  2.623  2.921  2.130  0.06
O  2.506  1.918  -5.058  -0.30
S  2.584  1.064  -6.215  0.60
O  1.413  0.680  -6.957  -0.28
O  3.418  -0.266  -5.829  -0.27
C  3.003  -1.026  -4.692  -0.26
C  1.807  -1.902  -5.013  -0.07
C  3.768  1.744  -7.344  -0.12
H  2.796  -0.371  -3.841  0.11
H  3.847  -1.661  -4.412  0.12
H  0.917  -1.298  -5.201  0.07
H  1.589  -2.576  -4.181  0.07
H  1.991  -2.495  -5.912  0.09
H  4.682  1.977  -6.799  0.07
H  3.342  2.653  -7.769  0.08
H  3.960  1.017  -8.133  0.07
O  -0.869  -4.051  -4.399  -0.28
S  -2.064  -4.786  -4.723  0.60
O  -2.598  -4.820  -6.058  -0.28
O  -3.241  -4.353  -3.701  -0.27
C  -3.549  -2.967  -3.565  -0.27
C  -4.402  -2.471  -4.717  -0.08
C  -1.878  -6.451  -4.148  -0.12
H  -2.635  -2.373  -3.467  0.11
H  -4.106  -2.857  -2.632  0.12
H  -3.839  -2.474  -5.653  0.07
H  -4.745  -1.450  -4.531  0.08
H  -5.272  -3.117  -4.861  0.08
H  -1.536  -6.432  -3.114  0.07
H  -1.138  -6.943  -4.779  0.08
H  -2.837  -6.962  -4.231  0.07

## Properties
Electronic energy, eV: -111934.7828
SMILES string: O=C1C=CC(=O)c2c1ccc(CCc1ccccc1)c2I.CCOS(C)(=O)=O.CCOS(C)(=O)=O.CCOS(C)(=O)=O.CCOS(C)(=O)=O
Kohn-Sham gap, Eh: 0.268
Total charge: 0
HOMO energy, hartree: -0.3184

=====

No. 5
Molecular formula: C30H45NO2P2RhS2
Method: DFT, wB97M-V/def2-TZVPD

Each line ends with the Löwdin charge.
Atoms and positions in Å:
Rh  0.376  -1.688  1.281  0.90
C  -1.487  -1.605  2.079  -0.34
C  -1.301  -2.807  1.309  -0.36
C  0.297  -2.769  3.010  -0.33
C  -0.509  -1.589  3.130  -0.31
C  -0.205  -3.532  1.892  -0.34
C  -2.560  -0.586  1.955  -0.03
H  -3.141  -0.753  1.052  0.06
H  -2.106  0.411  1.909  0.07
H  -3.227  -0.593  2.829  0.11
C  -0.444  -0.522  4.170  0.01
H  -1.356  -0.507  4.786  0.10
H  -0.384  0.453  3.681  0.06
H  0.428  -0.669  4.806  0.08
C  1.520  -3.057  3.811  -0.03
H  1.335  -2.863  4.868  0.09
H  2.328  -2.398  3.469  0.04
H  1.816  -4.096  3.669  0.08
C  0.336  -4.824  1.376  -0.03
H  0.744  -5.417  2.191  0.08
H  1.138  -4.615  0.662  0.08
H  -0.450  -5.387  0.874  0.07
C  -2.158  -3.260  0.176  -0.03
H  -2.310  -4.338  0.224  0.08
H  -1.676  -3.041  -0.781  0.06
H  -3.124  -2.750  0.203  0.08
C  -0.687  3.319  -0.769  -0.11
C  -1.677  2.636  -0.169  -0.09
C  -2.254  1.344  -0.667  -0.17
C  -2.474  1.226  -2.190  -0.14
C  -1.393  0.390  -2.915  -0.37
C  -0.063  0.154  -2.167  -0.42
C  0.642  1.331  -1.482  -0.21
C  0.217  2.767  -1.818  -0.16
H  -3.217  1.170  -0.160  0.12
H  -2.571  2.235  -2.607  0.09
H  -1.603  0.532  -0.307  0.09
H  -0.201  2.841  -2.834  0.06
H  -0.477  4.341  -0.462  0.11
H  -2.181  3.051  0.704  0.11
H  1.137  3.377  -1.847  0.13
H  0.521  1.183  -0.397  0.06
H  -0.238  -0.645  -1.410  0.08
H  1.733  1.265  -1.607  0.09
H  -3.442  0.748  -2.390  0.13
H  -1.838  -0.608  -3.096  0.13
P  -0.900  0.944  -4.531  0.93
C  -1.406  2.657  -4.842  -0.15
C  -1.768  -0.064  -5.752  -0.16
P  1.209  -0.659  -3.182  0.96
C  0.859  0.515  -4.592  -0.30
C  0.641  -2.279  -3.731  -0.16
C  2.960  -0.707  -2.823  -0.14
H  -0.548  3.347  -4.812  0.08
H  -2.180  3.014  -4.145  0.07
H  -1.849  2.678  -5.847  0.07
H  -1.548  0.365  -6.741  0.08
H  -2.852  -0.009  -5.572  0.09
H  -1.439  -1.108  -5.715  0.06
H  3.537  -0.338  -3.689  0.08
H  3.263  -1.750  -2.635  0.08
H  3.215  -0.111  -1.937  0.05
H  1.478  1.422  -4.504  0.10
H  1.056  0.042  -5.561  0.08
H  1.299  -3.046  -3.289  0.07
H  0.705  -2.355  -4.834  0.07
H  -0.396  -2.453  -3.401  0.06
O  -0.757  2.604  2.614  -0.33
S  0.630  2.837  2.249  0.63
O  0.975  4.083  1.621  -0.31
N  1.188  1.520  1.410  -0.19
C  2.114  0.819  2.052  -0.84
S  2.640  -0.634  1.330  0.64
C  2.421  1.333  3.380  -0.25
C  3.045  0.703  4.465  -0.06
C  2.941  1.269  5.738  -0.09
C  2.228  2.463  5.940  -0.09
C  1.585  3.093  4.874  -0.05
C  1.665  2.488  3.628  -0.26
H  3.584  -0.223  4.273  0.10
H  3.418  0.773  6.588  0.10
H  2.157  2.890  6.941  0.10
H  1.018  4.020  4.989  0.12

## Properties
ΔE to the lowest compared entry with this formula, charge and spin, kcal/mol: 33.52
Electronic energy, eV: -80668.4263
<S²>: 6.030
Kohn-Sham gap (alpha / beta), Eh: 0.114 / 0.200
Total charge: +1
Multiplicity: 5
HOMO energy (alpha / beta), hartree: -0.2310 / -0.3483